No. 1
Density functional theory data (ωB97M-V/def2-TZVPD) for 20 unconnected molecules or ions with the total composition C20H80N40O20 at a distorted geometry.

Geometry (Å):
C 0.6343 -3.9572 -4.4700
O 1.0888 -3.6154 -3.3759
N 1.2777 -3.4935 -5.5916
N -0.5465 -4.5788 -4.5450
H 2.2631 -3.2437 -5.4387
H 1.0898 -4.0308 -6.4513
H -1.0034 -4.4370 -3.6536
H -1.1098 -4.4952 -5.3230
C 3.2921 4.8250 2.2367
O 3.1829 5.1954 1.0675
N 2.3395 4.0539 2.7864
N 4.3192 5.1507 3.0627
H 2.3254 3.9865 3.8019
H 1.3719 3.9775 2.3540
H 4.3542 4.6485 3.9426
H 5.1390 5.3452 2.5383
C -2.7086 3.1878 4.2394
O -3.3593 2.2864 4.7649
N -1.4659 2.9060 3.7481
N -3.2443 4.4226 4.0932
H -1.3080 1.9053 3.8146
H -0.9584 3.3421 3.0026
H -4.0518 4.4760 4.6711
H -2.6407 5.2652 4.1199
C 3.9020 -1.8716 6.1222
O 4.1483 -1.1424 5.1163
N 2.6712 -1.9710 6.5391
N 4.8973 -2.4064 6.9068
H 1.9864 -1.4139 6.0881
H 2.3560 -2.5105 7.3538
H 5.7723 -1.8526 6.8273
H 4.6906 -2.4905 7.8717
C -0.2602 1.7686 7.0903
O 0.5179 1.0927 7.7455
N -1.6286 1.5202 7.0128
N 0.0942 2.9043 6.4580
H -1.8155 0.5356 7.0372
H -2.2478 2.0187 6.3859
H -0.6890 3.4834 6.1302
H 0.9006 3.4251 6.7769
C 3.4920 1.0450 0.1790
O 3.9502 -0.0994 0.1545
N 2.1715 1.3010 -0.1174
N 4.2344 2.1003 0.6903
H 1.6379 0.5182 -0.3770
H 1.7300 2.2157 -0.0957
H 5.2470 1.9611 0.5808
H 3.8845 3.0564 0.6374
C -3.2279 -1.0495 -7.2245
O -2.9830 -0.0925 -6.5029
N -3.8416 -2.1612 -6.7636
N -2.9085 -1.0372 -8.5876
H -3.9017 -2.9831 -7.4240
H -3.8992 -2.3922 -5.8208
H -3.0306 -0.1631 -9.0121
H -2.8907 -1.9089 -9.1339
C 2.4136 -2.9544 2.0056
O 1.7771 -3.1166 0.9419
N 2.1113 -3.7617 3.0615
N 3.4439 -2.1101 2.2049
H 1.4103 -4.5014 2.9232
H 2.5964 -3.7650 3.9323
H 3.6970 -1.7264 3.1404
H 3.4281 -1.3941 1.4591
C -0.3597 4.3330 0.4416
O -0.3580 4.1819 1.6730
N 0.8481 4.4832 -0.1952
N -1.4720 4.4843 -0.2214
H 1.7172 4.7707 0.2206
H 0.8688 4.7402 -1.2370
H -2.3649 4.5820 0.2291
H -1.3654 4.6446 -1.2328
C -2.9040 -2.4968 -3.4472
O -3.4859 -3.2217 -4.2727
N -2.3252 -3.0361 -2.3893
N -2.9120 -1.1635 -3.6322
H -1.4859 -2.6425 -1.9915
H -2.5377 -3.9706 -2.3316
H -2.8774 -0.8878 -4.5798
H -2.2577 -0.5898 -3.1522
C 0.2660 -0.5966 4.0935
O 0.2945 -1.0535 5.2172
N -0.8498 -0.7658 3.2765
N 1.2312 0.2031 3.5679
H -0.8053 -0.5247 2.2606
H -1.5462 -1.3447 3.7069
H 1.9104 0.5050 4.2305
H 1.1686 0.4891 2.5846
C 0.1350 -6.1634 -0.3563
O -0.3293 -6.2151 0.7758
N 1.1637 -5.3626 -0.6860
N -0.2577 -7.0644 -1.3737
H 1.2427 -5.2200 -1.7170
H 1.3964 -4.7439 0.0574
H -0.9973 -7.7756 -1.1791
H 0.3027 -7.2526 -2.1245
C 3.7772 2.2844 5.2113
O 3.6378 3.5022 5.0283
N 3.0481 1.4660 5.9469
N 4.7666 1.6254 4.5881
H 3.2452 0.5118 5.7086
H 2.3204 1.5677 6.6148
H 4.8384 0.6049 4.6067
H 5.4983 2.1429 4.1506
C -1.5437 3.7694 -4.1724
O -0.4651 3.9307 -3.5772
N -2.2597 4.8424 -4.4898
N -2.0688 2.5362 -4.3864
H -1.8777 5.6185 -3.8893
H -3.1427 4.8343 -4.9383
H -1.3878 1.7708 -4.3343
H -2.9357 2.2494 -4.9012
C 0.9129 0.6845 -4.7778
O -0.1578 0.3290 -4.2382
N 1.4811 1.8727 -4.5653
N 1.5776 -0.2068 -5.6823
H 0.9759 2.7180 -4.3463
H 2.2930 2.0921 -5.1272
H 1.1784 -1.1425 -5.5468
H 2.5917 -0.1956 -5.7049
C -5.3179 2.8332 -3.5088
O -5.2983 3.3940 -4.6226
N -5.3616 3.4643 -2.3134
N -5.2732 1.4940 -3.4558
H -5.5791 4.4379 -2.3624
H -4.9446 3.0263 -1.4201
H -5.2056 1.0460 -4.3485
H -4.8811 1.0547 -2.6801
C -4.0744 0.1667 -0.1685
O -3.9079 1.1570 -0.9354
N -4.4434 -1.0746 -0.6826
N -3.8776 0.1384 1.1793
H -4.6307 -1.1370 -1.6614
H -4.5712 -1.8296 -0.0082
H -3.4140 0.9553 1.5877
H -3.8051 -0.7001 1.7079
C 3.9368 -1.8747 -3.2833
O 3.9148 -2.4164 -4.3727
N 4.8899 -0.9177 -2.9275
N 3.0193 -2.1451 -2.2642
H 5.0543 -0.7032 -1.9835
H 5.7509 -0.9155 -3.4460
H 2.3556 -2.8496 -2.6253
H 3.1463 -1.8452 -1.3905
C -0.4593 -0.1482 -0.6916
O -0.8442 -0.1506 0.4838
N 0.3659 -1.1462 -1.0997
N -0.7701 0.8760 -1.5772
H 0.8643 -1.5511 -0.3004
H 0.7748 -1.2944 -1.9735
H -0.5542 0.7114 -2.5615
H -1.4983 1.5143 -1.2878
C -2.6598 -3.3949 1.0441
O -3.4009 -2.6821 1.7718
N -1.4842 -2.9469 0.6020
N -3.1170 -4.7070 0.9770
H -0.7180 -3.5320 0.2411
H -1.3996 -1.9927 0.4993
H -2.4458 -5.3895 0.8980
H -3.6127 -4.8519 1.8594

Orbital gap (eV): 9.44
E_LUMO (eV): 0.24

No. 2
Density functional theory data (ωB97M-V/def2-TZVPD) for a molecular structure, C20H8Cl5FeNO6S at a distorted geometry.

Geometry (Å):
Fe -4.4731 -8.1167 -14.1977
O -5.0528 -6.6861 -10.2353
C -4.8648 -7.4878 -11.1491
O -4.6319 -7.1283 -12.3592
C -4.8592 -8.9832 -10.7421
C -4.7492 -9.1598 -9.3777
C -4.7549 -10.4000 -8.7771
C -4.8366 -11.4956 -9.5923
C -4.9328 -11.3605 -10.9639
C -4.9722 -10.0982 -11.6019
S -5.2935 -10.0883 -13.3447
H -4.6691 -8.2282 -8.8093
H -4.6463 -10.5140 -7.7216
H -4.7593 -12.5013 -9.1979
H -4.9432 -12.2572 -11.5943
Cl -6.3203 -4.7500 -14.3950
C -5.7879 -5.5032 -15.9067
C -5.2859 -6.8029 -15.8328
C -5.0581 -7.3123 -17.0762
Cl -2.1233 -8.7903 -14.9151
C -5.0624 -6.6084 -18.2879
Cl -4.4260 -7.2448 -19.8271
C -5.4844 -5.2857 -18.2947
Cl -5.4353 -4.3163 -19.6882
C -5.9025 -4.7805 -17.0580
Cl -6.4089 -3.1281 -17.0368
O -6.3896 -9.3381 -18.3851
C -5.3740 -9.5671 -17.7338
O -4.6402 -8.6728 -17.1109
C -4.7885 -10.9303 -17.4605
C -4.0263 -11.2129 -16.3300
C -3.5894 -12.4984 -16.0604
C -3.7984 -13.5331 -16.9923
C -4.4964 -13.2374 -18.1823
C -5.0187 -11.9512 -18.4206
N -4.7090 -14.2582 -19.1933
O -5.2391 -13.8895 -20.2012
O -4.3959 -15.3872 -18.9055
H -3.8537 -10.4502 -15.6028
H -3.0821 -12.6967 -15.1231
H -3.4608 -14.5647 -16.8658
H -5.4991 -11.8326 -19.3727

Orbital gap (alpha / beta) (eV): 5.70 / 5.84
E_LUMO (alpha / beta) (eV): 3.51 / 3.51
Multiplicity: 5
Net charge: -2

No. 3
Density functional theory data (ωB97M-V/def2-TZVPD) for a molecular structure, C21H10Br6CoNO3 at a distorted geometry.

Geometry (Å):
Co 0.5531 -1.0339 -0.2053
C 4.1024 -0.7333 -0.3348
C 3.8172 -1.4041 -1.5150
C 2.8464 -2.3907 -1.5405
C 2.1416 -2.7109 -0.3790
C 2.4355 -2.0315 0.8186
C 3.4193 -1.0448 0.8274
H 4.8542 0.0411 -0.3229
H 4.3426 -1.1468 -2.4203
H 2.6280 -2.9125 -2.4599
H 1.4729 -3.5668 -0.3687
H 1.9904 -2.3593 1.7492
H 3.6472 -0.5235 1.7472
Br -6.2222 -1.5684 -0.5933
C -4.4491 -1.7364 0.0317
C -4.1979 -1.9687 1.3796
Br -5.6413 -2.1217 2.5900
C -2.8927 -2.0894 1.8345
Br -2.5305 -2.4492 3.6574
C -1.7916 -1.9324 0.9869
O -0.5707 -1.9870 1.3561
C -2.0635 -1.6693 -0.4136
O -1.0441 -1.4930 -1.1799
C -3.3835 -1.6193 -0.8530
Br -3.6600 -1.3532 -2.7090
Br 1.7007 2.0381 -4.0157
C 0.8852 2.4480 -2.3536
C 0.3609 3.7114 -2.1395
C -0.1818 4.0422 -0.9160
Br -0.8234 5.8211 -0.6708
C -0.2469 3.1129 0.1365
C -0.7577 3.3566 1.4267
C -0.7891 2.3353 2.3432
C -0.3482 1.0621 1.9738
N 0.1531 0.8097 0.7794
C 0.2415 1.8063 -0.1238
C 0.8804 1.4462 -1.3692
O 1.3990 0.2937 -1.5041
H 0.3919 4.4430 -2.9329
H -1.1098 4.3474 1.6775
H -1.1638 2.4994 3.3410
H -0.3957 0.2317 2.6642

Orbital gap (alpha / beta) (eV): 6.25 / 6.12
E_LUMO (alpha / beta) (eV): 2.28 / 2.13
Multiplicity: 4
Net charge: -1

Let's list DFT total energy in order: -4506.08341, -5236.10519, -17913.74297 hartree.
Let's list energy relative to the best compared isomer or geometry (same formula, charge and spin) in order: 0.0, 0.0, 43.6 kJ/mol.